A single CHF4NO molecule in a non-equilibrium geometry. Source: the OMol25 dataset; level of theory: ωB97M-V/def2-TZVPD.

Last column: Mulliken charge in e.
Atoms and positions in Å:
F (-1.65, 0.59, -1.29)  -0.267
C (-0.47, 0.46, -0.62)  0.446
F (0.38, 1.19, -1.30)  -0.235
O (-0.12, -0.81, -0.50)  -0.302
N (0.70, -1.23, 0.85)  0.382
F (0.21, -0.57, 1.93)  -0.114
F (1.75, -0.45, 0.56)  -0.098
H (-0.81, 0.81, 0.37)  0.189

Calculated values
HOMO (eV): -12.69
DFT total energy (a.u.): -567.95552
Largest force on an atom (eV/A): 3.685
Relative energy (zero: lowest compared OMol25 entry of this formula, charge and spin) (kcal per mole): 46.7
Multiplicity: 1
SMILES: FC(F)ON(F)F
Gap between HOMO and LUMO (eV): 12.272